{"formula": "C28H54CoP2Si", "method": "ωB97M-V/def2-TZVPD", "relative_energy_kcal_mol": 64.7, "total_charge": 1, "homo_ev": [-8.396, -9.675], "homo_lumo_gap_ha": [0.2381, 0.2208], "total_energy_ha": -3453.81852, "spin_multiplicity": 5, "elements": ["Co", "C", "C", "C", "C", "C", "C", "H", "H", "H", "C", "H", "H", "H", "C", "H", "H", "H", "C", "H", "H", "H", "C", "H", "H", "H", "C", "C", "C", "C", "C", "C", "C", "C", "H", "H", "H", "H", "H", "H", "H", "H", "H", "H", "H", "H", "P", "P", "C", "C", "H", "H", "H", "H", "C", "H", "H", "H", "C", "H", "H", "H", "C", "H", "H", "H", "C", "H", "H", "H", "C", "Si", "C", "C", "C", "H", "H", "H", "H", "H", "H", "H", "H", "H", "H", "H"], "coordinates": [[0.035, -0.468, -2.995], [-0.316, -2.469, 2.034], [1.039, -2.520, 1.585], [0.966, -1.163, 3.439], [-0.351, -1.685, 3.213], [1.820, -1.694, 2.431], [-1.483, -3.130, 1.399], [-1.207, -3.577, 0.436], [-2.306, -2.412, 1.234], [-1.890, -3.920, 2.042], [-1.500, -1.583, 4.140], [-2.377, -2.085, 3.716], [-1.772, -0.544, 4.363], [-1.271, -2.074, 5.099], [1.390, -0.407, 4.638], [1.367, -1.042, 5.539], [0.740, 0.458, 4.838], [2.413, -0.036, 4.525], [3.278, -1.504, 2.338], [3.807, -2.223, 2.985], [3.598, -0.499, 2.651], [3.643, -1.680, 1.315], [1.563, -3.372, 0.488], [1.957, -4.308, 0.923], [2.387, -2.894, -0.064], [0.781, -3.649, -0.234], [-1.234, 0.313, -4.020], [-1.425, -1.105, -3.890], [-0.772, -2.147, -4.743], [0.761, -1.957, -4.984], [1.480, -1.229, -3.882], [1.605, 0.198, -3.746], [1.085, 1.225, -4.728], [-0.422, 1.018, -5.071], [-1.301, -2.240, -5.700], [0.906, -1.461, -5.956], [-0.917, -3.092, -4.201], [-0.505, 0.471, -6.005], [-1.998, 0.953, -3.558], [-2.336, -1.421, -3.326], [-0.839, 2.016, -5.210], [1.238, 2.206, -4.238], [2.506, 0.524, -3.210], [1.681, 1.296, -5.659], [1.184, -2.976, -5.059], [2.304, -1.785, -3.412], [-1.331, 0.960, -0.307], [1.985, 0.916, -0.042], [-0.398, 2.082, -1.387], [1.107, 2.265, -1.049], [-0.908, 3.069, -1.377], [-0.500, 1.752, -2.454], [1.672, 2.372, -1.988], [1.228, 3.194, -0.475], [2.752, 2.023, 1.158], [2.905, 1.468, 2.098], [2.126, 2.910, 1.332], [3.724, 2.313, 0.732], [3.524, 0.435, -0.925], [3.964, 1.321, -1.396], [3.362, -0.358, -1.668], [4.234, 0.049, -0.178], [-3.064, 0.840, -0.786], [-3.528, 0.020, -0.212], [-3.123, 0.570, -1.849], [-3.642, 1.765, -0.630], [-0.883, -0.761, -0.650], [0.130, -1.039, -0.303], [-0.973, -1.019, -1.730], [-1.683, -1.363, -0.164], [-1.245, 2.142, 4.244], [-2.036, 2.057, 2.563], [-3.582, 0.995, 2.557], [-2.242, 3.804, 1.902], [-0.763, 1.262, 1.401], [-1.699, 2.987, 4.778], [-0.165, 2.329, 4.192], [-1.405, 1.256, 4.863], [-4.310, 1.499, 3.199], [-4.033, 0.867, 1.573], [-3.385, 0.003, 2.973], [-1.314, 4.380, 2.055], [-2.497, 3.845, 0.832], [-3.047, 4.293, 2.473], [-0.423, 0.308, 1.781], [0.150, 1.864, 1.386]]}